Below is a gas-phase ion, C6H13N2 (charge +1) at a distorted geometry, with properties calculated with ωB97M-V/def2-TZVPD.

Charge: +1
Gap between HOMO and LUMO (alpha / beta) (eV): 7.22 / 7.22
HOMO (alpha / beta) (eV): -11.572 / -11.571
E (eV): -9402.10495

Cartesian coordinates (Å):
H: -0.5902 -1.5729 0.8346
H: 2.7962 -2.0995 -0.1318
C: 2.5455 -1.1076 -0.2947
H: -2.4094 -1.9405 0.9694
C: 1.3653 1.6349 0.3723
H: 0.7556 2.4272 0.2907
H: -3.7512 0.1867 0.2576
N: 0.6638 0.4383 0.0075
H: 2.1275 1.7345 -0.2802
H: 2.9465 -0.7468 0.6331
H: 1.9161 1.4963 1.2812
C: -2.9874 0.4124 -0.4066
C: -1.5266 -1.3549 0.5911
C: -0.7271 0.7438 -0.0589
N: -1.7408 -0.1399 0.1018
H: -3.0054 1.4391 -0.5525
H: 0.5268 -1.3888 -0.7840
C: 1.1187 -0.7375 -0.3220
H: -3.3663 -0.1897 -1.1912
H: 2.9606 -0.8379 -1.1736
H: -1.0013 1.6271 -0.6983

Cartesian forces (eV/Å) of the 2 atoms listed first:
H 3.435 -1.242 1.023
H -0.511 -2.493 -0.272